{
  "formula": "C38H84ClN3O5P3SSi2",
  "method": "wB97M-V/def2-TZVPD",
  "elements": ["C", "C", "O", "Si", "Cl", "O", "Si", "C", "C", "C", "C", "P", "C", "C", "P", "C", "C", "C", "P", "S", "H", "H", "H", "H", "H", "H", "H", "H", "H", "H", "H", "H", "H", "H", "H", "H", "H", "H", "H", "H", "H", "H", "H", "H", "H", "H", "H", "H", "H", "H", "C", "C", "C", "C", "C", "C", "N", "O", "C", "C", "C", "H", "H", "H", "H", "H", "H", "H", "H", "H", "H", "H", "H", "H", "H", "H", "H", "H", "H", "C", "C", "C", "C", "C", "C", "N", "O", "C", "C", "C", "H", "H", "H", "H", "H", "H", "H", "H", "H", "H", "H", "H", "H", "H", "H", "H", "H", "H", "C", "C", "C", "C", "C", "C", "N", "O", "C", "C", "C", "H", "H", "H", "H", "H", "H", "H", "H", "H", "H", "H", "H", "H", "H", "H", "H", "H", "H"],
  "coordinates": [[2.1219, 0.8780, 1.0524], [1.5828, -0.3567, 1.7361], [0.4613, -0.9380, 1.0583], [0.6833, -2.2271, 0.0932], [-1.1758, -2.7660, -0.5030], [1.4905, -3.3508, 0.9346], [1.8979, -4.9197, 0.3915], [3.0886, -4.9194, -1.0499], [4.5062, -4.3572, -0.7294], [5.0585, -3.4931, -1.8858], [5.4685, -5.5229, -0.4534], [0.2292, -6.2421, -0.1764], [-1.2102, -5.9421, 0.9320], [-0.3030, -5.9270, -1.9120], [2.9707, -5.8195, 2.1658], [2.2414, -7.5002, 2.3217], [2.2626, -4.9398, 3.6201], [2.7545, -3.4872, 3.7055], [1.7597, -1.5703, -1.7890], [1.0643, -2.3684, -3.4467], [2.8298, 1.3515, 1.7330], [1.3290, 1.5969, 0.8612], [2.6627, 0.6669, 0.1326], [1.2263, -0.0745, 2.7265], [2.3801, -1.0849, 1.8955], [3.2069, -5.9788, -1.2978], [2.6621, -4.4694, -1.9476], [4.4583, -3.7433, 0.1715], [5.0469, -2.4353, -1.6241], [4.4496, -3.5964, -2.7823], [6.0885, -3.7500, -2.1129], [4.9679, -6.3788, -0.0134], [5.9119, -5.8525, -1.3947], [6.2855, -5.2048, 0.1899], [-1.0197, -5.1542, 1.6559], [-1.4842, -6.8619, 1.4388], [-2.0590, -5.6224, 0.3306], [-0.1493, -6.8417, -2.4789], [0.2749, -5.1359, -2.3853], [-1.3579, -5.6683, -1.9687], [2.7963, -8.0744, 3.0585], [1.1995, -7.4526, 2.6403], [2.2576, -8.0052, 1.3602], [1.1727, -4.9835, 3.6366], [2.5969, -5.4909, 4.4992], [1.9603, -2.7948, 3.4605], [3.5914, -3.3120, 3.0301], [3.1119, -3.2606, 4.7085], [3.1377, -1.7317, -1.5977], [1.5873, -0.1791, -1.7983], [-5.2767, 1.4643, -4.6576], [-4.0272, 1.8125, -5.4936], [-3.8482, 0.8083, -6.6357], [-3.3258, -0.5562, -6.1884], [-2.0619, -0.4078, -5.3446], [-2.2487, 0.5321, -4.1554], [-2.7964, 1.8395, -4.6403], [-1.8795, 2.5854, -5.1320], [-3.1579, -0.1085, -3.0975], [-0.9107, 0.7901, -3.4834], [-4.2380, 3.2058, -6.0703], [-5.1635, 1.7972, -3.6264], [-6.1493, 1.9699, -5.0688], [-5.5027, 0.3995, -4.6518], [-3.1513, 1.2284, -7.3674], [-4.8087, 0.6979, -7.1445], [-4.0954, -1.1009, -5.6345], [-3.1035, -1.1606, -7.0693], [-1.7299, -1.3779, -4.9693], [-1.2552, -0.0232, -5.9761], [-3.3787, 0.6007, -2.2985], [-2.6367, -0.9592, -2.6585], [-4.0990, -0.4828, -3.4899], [-0.1635, 1.1588, -4.1827], [-0.5494, -0.1511, -3.0688], [-1.0138, 1.5200, -2.6775], [-4.3102, 3.9504, -5.2760], [-5.1697, 3.2112, -6.6357], [-3.4323, 3.4958, -6.7397], [0.3060, 6.6860, -4.6418], [-0.0388, 5.8945, -3.3623], [-1.5191, 6.0633, -3.0112], [-1.8650, 7.4275, -2.4140], [-0.9470, 7.7609, -1.2388], [0.5362, 7.6724, -1.5977], [0.8105, 6.3350, -2.2082], [0.9429, 5.4214, -1.3201], [0.9316, 8.8186, -2.5398], [1.3901, 7.8190, -0.3465], [0.2421, 4.4295, -3.6477], [1.3506, 6.9965, -4.6419], [0.1539, 6.0534, -5.5148], [-0.3153, 7.5697, -4.7803], [-1.8014, 5.2834, -2.2972], [-2.1042, 5.8834, -3.9156], [-1.8073, 8.2084, -3.1772], [-2.9013, 7.4168, -2.0715], [-1.1564, 8.7652, -0.8631], [-1.1539, 7.0667, -0.4184], [1.9578, 8.6942, -2.8866], [0.8721, 9.7610, -1.9952], [0.2893, 8.9169, -3.4093], [1.1181, 7.0964, 0.4184], [1.2487, 8.8204, 0.0608], [2.4470, 7.6879, -0.5807], [1.3031, 4.2611, -3.8438], [-0.3265, 4.1209, -4.5216], [-0.0571, 3.7871, -2.8235], [-0.5002, -1.8451, 4.7156], [-0.6807, -2.2956, 6.1788], [-2.0923, -1.9673, 6.6717], [-2.3161, -0.4829, 6.9612], [-1.2319, 0.0647, 7.8887], [0.1825, -0.1920, 7.3693], [0.3330, -1.6488, 7.0693], [0.5659, -2.3375, 8.1235], [0.4700, 0.6733, 6.1332], [1.2095, 0.1935, 8.4239], [-0.4642, -3.8021, 6.2222], [0.5395, -1.5965, 4.5118], [-0.7768, -2.6513, 4.0359], [-1.1167, -0.9888, 4.4465], [-2.2883, -2.5380, 7.5844], [-2.8060, -2.3177, 5.9227], [-2.3491, 0.0902, 6.0307], [-3.2928, -0.3528, 7.4300], [-1.3612, 1.1394, 8.0342], [-1.3368, -0.4024, 8.8725], [1.4340, 0.4084, 5.6961], [0.5139, 1.7193, 6.4355], [-0.2867, 0.6021, 5.3575], [1.0307, -0.3115, 9.3695], [1.1534, 1.2690, 8.5926], [2.2185, -0.0515, 8.0909], [0.5555, -4.0580, 5.9311], [-1.1538, -4.2720, 5.5204], [-0.6510, -4.2131, 7.2108]],
  "atomic_forces_ev_per_a": [[0.06, 0.09, 0.17], [-0.04, 0.29, 0.40], [0.30, 0.08, -0.17], [-0.18, 0.42, 0.74], [-0.06, -0.08, -0.07], [0.08, -0.44, -0.93], [-0.15, 0.01, 0.48], [0.33, 0.09, 0.15], [-0.09, -0.35, -0.36], [-0.24, 0.24, 0.37], [0.06, 0.21, -0.25], [0.22, -0.79, -0.04], [-0.12, 0.25, -0.16], [0.08, 0.10, -0.11], [0.51, 0.07, -0.05], [-0.41, 0.13, 0.03], [-0.18, 0.16, 0.07], [0.11, -0.19, 0.21], [-0.52, -0.26, -0.87], [0.21, -0.24, 0.12], [0.08, 0.05, 0.01], [-0.07, 0.01, -0.13], [-0.06, -0.05, -0.14], [-0.09, -0.04, 0.06], [-0.01, -0.18, -0.10], [-0.12, -0.09, -0.11], [-0.16, 0.16, 0.01], [-0.02, 0.07, 0.10], [0.10, 0.09, -0.02], [0.10, -0.12, -0.15], [0.11, -0.02, -0.10], [0.01, -0.01, 0.28], [-0.05, -0.10, -0.07], [0.08, -0.07, 0.12], [0.02, 0.01, 0.15], [0.02, -0.05, 0.13], [-0.06, 0.04, -0.03], [-0.03, -0.05, -0.05], [-0.05, 0.12, -0.05], [-0.06, 0.11, 0.07], [0.14, -0.05, 0.01], [-0.08, -0.04, 0.00], [0.12, -0.11, -0.03], [-0.08, 0.00, -0.03], [0.06, -0.13, 0.00], [-0.04, 0.11, -0.11], [0.05, 0.06, -0.10], [-0.05, 0.08, 0.09], [0.06, 0.16, 0.22], [0.18, 0.17, 0.23], [0.08, -0.03, 0.09], [-0.75, 0.11, 0.30], [0.21, -0.17, -0.15], [-0.02, 0.06, 0.08], [-0.06, -0.05, -0.32], [-0.17, -0.28, 0.71], [0.38, -0.51, -0.95], [-0.02, 0.34, 0.16], [-0.11, 0.04, -0.03], [0.23, 0.15, 0.08], [0.09, 0.14, -0.09], [0.00, 0.02, 0.00], [0.02, 0.02, -0.08], [0.04, 0.00, 0.02], [0.04, 0.05, 0.07], [-0.03, 0.03, -0.01], [0.00, 0.02, 0.03], [-0.02, -0.02, -0.01], [0.02, 0.00, 0.04], [0.00, 0.08, 0.05], [0.02, 0.01, 0.01], [0.08, 0.01, 0.00], [0.01, 0.02, -0.02], [-0.04, 0.02, -0.02], [-0.07, 0.01, -0.02], [-0.04, 0.00, -0.01], [-0.01, -0.01, 0.02], [-0.04, -0.02, 0.01], [0.04, 0.00, 0.06], [0.07, 0.09, 0.07], [0.18, 0.13, -0.78], [-0.21, 0.09, 0.25], [0.10, -0.02, -0.03], [-0.29, -0.13, -0.03], [0.36, 0.65, -0.21], [-0.92, -0.23, 0.51], [0.39, -0.14, 0.02], [-0.01, -0.06, -0.10], [0.02, -0.10, 0.18], [0.13, -0.22, 0.07], [0.01, -0.01, 0.00], [-0.06, -0.06, 0.03], [0.02, 0.01, 0.03], [0.08, -0.01, 0.03], [0.01, -0.04, -0.03], [0.04, 0.00, 0.00], [-0.02, 0.02, -0.02], [0.02, 0.03, 0.01], [0.08, -0.05, -0.01], [0.02, -0.01, 0.01], [0.01, -0.02, 0.07], [0.00, -0.03, 0.01], [0.01, -0.04, -0.04], [-0.01, 0.04, -0.03], [0.01, -0.01, -0.01], [0.01, 0.05, 0.02], [-0.01, 0.05, 0.00], [0.05, 0.05, 0.05], [0.04, 0.10, -0.04], [0.05, -0.11, -0.79], [-0.15, 0.15, 0.25], [0.10, -0.03, -0.03], [-0.29, -0.13, 0.03], [0.34, 0.57, -0.41], [-0.81, -0.05, 0.65], [0.39, -0.15, 0.01], [-0.03, -0.08, -0.09], [0.04, -0.06, 0.19], [0.04, -0.15, 0.12], [0.01, 0.02, 0.02], [-0.05, -0.06, 0.05], [0.01, 0.01, 0.04], [0.09, 0.00, 0.02], [0.00, -0.03, -0.02], [0.03, -0.01, -0.01], [-0.02, 0.01, -0.02], [0.02, 0.03, -0.01], [0.08, -0.05, -0.01], [0.02, -0.01, 0.01], [0.02, 0.00, 0.07], [0.00, -0.02, 0.02], [0.00, -0.05, -0.03], [-0.01, 0.03, -0.03], [0.01, -0.01, -0.01], [0.01, 0.01, -0.01], [-0.01, 0.01, -0.05], [0.06, 0.04, 0.02]],
  "fmax_ha_per_bohr": 0.0223,
  "s_squared": 3.762,
  "total_charge": 0,
  "e_lumo_ha": [0.0171, 0.0159],
  "homo_lumo_gap_ev": [8.42, 8.38],
  "e_tot_ev": -122457.256,
  "spin_multiplicity": 4,
  "homo_ev": [-7.95, -7.95]
}